This record from OMol25 describes the molecule C4H3N in a non-equilibrium geometry. The level of theory is ωB97M-V with the def2-TZVPD basis set.

The geometry in ORCA input format:
```
! RIJCOSX wB97M-V def2-TZVPD def2/J DEFGRID3
* xyz 0 1
C -0.68 0.62 1.43
C -0.24 0.56 0.22
C 0.58 0.09 -0.71
C 0.16 -0.99 -1.54
N -0.21 -1.84 -2.23
H -1.40 1.13 2.09
H 0.20 -0.08 1.53
H 1.58 0.51 -0.80
*
```

**Energy above the lowest of the compared OMol25 structures with the same formula, charge and spin**: 1.659 eV
**E_tot**: -208.84082 Eh
**Structure (SMILES)**: C=C=CC#N
**Frontier orbital gap**: 9.80 eV


This record from OMol25 describes a structure of composition C4H3N in a non-equilibrium geometry. The level of theory is ωB97M-V with the def2-TZVPD basis set.

The geometry in ORCA input format:
```
! RIJCOSX wB97M-V def2-TZVPD def2/J DEFGRID3
* xyz 0 3
C -0.43 -0.90 1.70
C 0.76 0.13 -0.49
C -0.28 -0.40 0.55
C -1.17 0.33 -0.46
N -0.25 0.55 -1.37
H 0.20 -1.50 2.31
H 1.42 0.96 0.07
H -0.25 0.83 -2.31
*
```

**Energy above the lowest of the compared OMol25 structures with the same formula, charge and spin**: 2.143 eV
**E_tot**: -208.65899 Eh
**Frontier orbital gap (alpha / beta)**: 7.35 / 7.53 eV
**<S²>**: 2.0312


This record from OMol25 describes the ion C4H3N2 with charge +1 in a non-equilibrium geometry. The level of theory is ωB97M-V with the def2-TZVPD basis set.

The geometry in ORCA input format:
```
! RIJCOSX wB97M-V def2-TZVPD def2/J DEFGRID3
* xyz 1 1
C -2.41 0.83 -0.94
C -0.99 -0.96 -0.59
C -0.31 -0.51 0.52
C 1.65 0.71 0.63
N -1.87 -0.17 -0.94
N 0.74 -0.10 0.85
H -0.76 -1.94 -0.99
H 2.64 0.38 0.76
H 1.31 1.75 0.70
*
```

**Energy above the lowest of the compared OMol25 structures with the same formula, charge and spin**: 2.107 eV
**E_tot**: -263.24221 Eh
**Frontier orbital gap (alpha / beta)**: 8.35 / 8.35 eV


This record from OMol25 describes the ion C4H3N2O3 with charge +1 in a non-equilibrium geometry. The level of theory is ωB97M-V with the def2-TZVPD basis set.

The geometry in ORCA input format:
```
! RIJCOSX wB97M-V def2-TZVPD def2/J DEFGRID3
* xyz 1 1
C -0.09 -1.39 -0.64
C 0.00 0.77 0.28
C 0.22 -0.26 -1.19
C -0.36 -0.23 1.21
N 0.57 3.06 0.16
N 0.24 2.02 0.32
O -0.33 -1.42 0.68
O 0.79 0.00 -2.35
O -0.77 -0.07 2.42
H 0.05 -2.42 -1.08
H 0.73 0.85 -2.82
H -1.04 -0.93 3.01
*
```

**Energy above the lowest of the compared OMol25 structures with the same formula, charge and spin**: 1.338 eV
**E_tot**: -489.05749 Eh
**Structure (SMILES)**: N#[N+]c1c(O)coc1O
**Frontier orbital gap**: 8.91 eV


This record from OMol25 describes the molecule C4H3N3 in a non-equilibrium geometry. The level of theory is ωB97M-V with the def2-TZVPD basis set.

The geometry in ORCA input format:
```
! RIJCOSX wB97M-V def2-TZVPD def2/J DEFGRID3
* xyz 0 1
N 0.71 3.04 -1.44
C 0.71 2.12 -0.73
C 0.62 1.13 0.24
N 1.33 0.12 0.41
C 0.76 -1.04 0.24
C -0.68 -1.11 0.24
N -1.40 -0.06 0.07
H 1.39 -1.89 0.08
H -1.08 -2.09 0.53
H -2.37 -0.22 0.37
*
```

**Energy above the lowest of the compared OMol25 structures with the same formula, charge and spin**: 3.640 eV
**E_tot**: -318.35095 Eh
**Frontier orbital gap**: 7.83 eV


This record from OMol25 describes the molecule C4H3N3. The level of theory is ωB97M-V with the def2-TZVPD basis set.

The geometry in ORCA input format:
```
! RIJCOSX wB97M-V def2-TZVPD def2/J DEFGRID3
* xyz 0 1
C -0.70 -1.60 1.87
C -0.42 -0.73 1.09
C -0.01 0.10 0.01
C 0.52 -0.31 -1.20
N 0.78 0.79 -1.95
N 0.45 1.85 -1.28
N -0.03 1.45 -0.10
H -0.93 -2.40 2.54
H 0.70 -1.32 -1.53
H -0.34 2.15 0.55
*
```

**Energy above the lowest of the compared OMol25 structures with the same formula, charge and spin**: 2.466 eV
**E_tot**: -318.39412 Eh
**Structure (SMILES)**: C#Cc1cnn[nH]1
**Frontier orbital gap**: 10.31 eV


This record from OMol25 describes the molecule C4H3N3 in a non-equilibrium geometry. The level of theory is ωB97M-V with the def2-TZVPD basis set.

The geometry in ORCA input format:
```
! RIJCOSX wB97M-V def2-TZVPD def2/J DEFGRID3
* xyz 0 1
C 0.77 -1.05 -0.15
C -0.13 0.02 -0.07
C 2.02 -0.70 0.40
C 1.97 0.81 0.45
N 3.37 -0.67 -0.01
N 3.09 0.53 -0.35
N 0.60 1.14 -0.09
H 0.55 -2.13 -0.51
H -1.20 0.14 -0.30
H 0.30 2.03 0.28
*
```

**Energy above the lowest of the compared OMol25 structures with the same formula, charge and spin**: 5.822 eV
**E_tot**: -318.27078 Eh
**Frontier orbital gap (alpha / beta)**: 8.06 / 8.06 eV


This record from OMol25 describes the molecule C4H3N3. The level of theory is ωB97M-V with the def2-TZVPD basis set.

The geometry in ORCA input format:
```
! RIJCOSX wB97M-V def2-TZVPD def2/J DEFGRID3
* xyz 0 1
C 0.36 0.63 2.91
C 0.53 0.24 1.71
C 0.30 0.05 0.40
C -0.98 -0.41 -0.23
N -0.73 -0.30 -1.67
N 0.44 0.08 -1.87
N 1.09 0.27 -0.66
H -1.81 0.24 0.06
H -1.24 -1.44 0.02
H 2.03 0.64 -0.67
*
```

**Energy above the lowest of the compared OMol25 structures with the same formula, charge and spin**: 5.090 eV
**E_tot**: -318.29768 Eh
**Frontier orbital gap**: 8.64 eV


This record from OMol25 describes a structure of composition C4H3N3O in a non-equilibrium geometry. The level of theory is ωB97M-V with the def2-TZVPD basis set.

The geometry in ORCA input format:
```
! RIJCOSX wB97M-V def2-TZVPD def2/J DEFGRID3
* xyz 0 1
C -1.83 0.45 0.00
C -0.11 -0.65 -0.09
C 1.94 -0.68 0.03
C -0.27 0.73 -0.09
H -2.67 0.86 -0.85
H -2.29 0.68 0.91
H 2.93 -0.97 0.01
N 0.93 -1.54 -0.15
N 1.97 0.71 0.18
N 0.83 1.43 -0.10
O -1.43 -1.01 0.15
*
```

**Energy above the lowest of the compared OMol25 structures with the same formula, charge and spin**: 3.917 eV
**E_tot**: -393.57545 Eh
**Frontier orbital gap**: 9.58 eV


This record from OMol25 describes the molecule C4H3N3O in a non-equilibrium geometry. The level of theory is ωB97M-V with the def2-TZVPD basis set.

The geometry in ORCA input format:
```
! RIJCOSX wB97M-V def2-TZVPD def2/J DEFGRID3
* xyz 0 1
C -1.18 -0.71 0.07
C -0.73 0.06 -1.10
C 1.18 0.74 -0.12
C 0.77 -0.06 1.11
H -2.37 -1.81 0.93
H -1.43 -0.05 -1.95
H 1.36 0.05 2.02
N -2.26 -1.33 0.04
N 0.34 0.74 -1.24
N -0.33 -0.70 1.22
O 2.25 1.33 -0.11
*
```

**Energy above the lowest of the compared OMol25 structures with the same formula, charge and spin**: 0.821 eV
**E_tot**: -393.68924 Eh
**Structure (SMILES)**: [H]/N=C1/C=NC(=O)C=N1
**Frontier orbital gap**: 8.24 eV


This record from OMol25 describes the molecule C4H3N3O in a non-equilibrium geometry. The level of theory is ωB97M-V with the def2-TZVPD basis set.

The geometry in ORCA input format:
```
! RIJCOSX wB97M-V def2-TZVPD def2/J DEFGRID3
* xyz 0 1
C 0.50 -0.73 1.21
C 0.45 0.31 0.19
C 0.78 1.62 -0.33
C -0.59 -0.17 -0.68
H -1.56 -2.06 -0.49
H 1.16 -0.70 1.99
H 1.27 2.46 0.22
N -1.01 -1.31 -0.02
N -0.23 -1.78 1.07
N -0.77 0.65 -1.71
O 0.00 1.70 -1.44
*
```

**Energy above the lowest of the compared OMol25 structures with the same formula, charge and spin**: 3.373 eV
**E_tot**: -393.59545 Eh
**Structure (SMILES)**: c1n[nH]c2nocc12
**Frontier orbital gap**: 9.27 eV


This record from OMol25 describes the molecule C4H3N3OS in a non-equilibrium geometry. The level of theory is ωB97M-V with the def2-TZVPD basis set.

The geometry in ORCA input format:
```
! RIJCOSX wB97M-V def2-TZVPD def2/J DEFGRID3
* xyz 0 1
C -1.91 -0.07 0.05
C -1.38 0.54 -1.10
C -0.02 -0.03 1.45
C 1.79 -0.26 -0.56
N -1.12 -0.38 1.07
N 0.96 0.15 -1.32
N -0.15 0.71 -1.46
O 2.54 0.01 2.33
S 1.54 -0.71 1.49
H -2.93 -0.35 0.31
H -2.14 0.93 -1.70
H 2.82 -0.54 -0.58
*
```

**Energy above the lowest of the compared OMol25 structures with the same formula, charge and spin**: 7.070 eV
**E_tot**: -791.65839 Eh
**Structure (SMILES)**: O=S1=C=N/C=C\N=N/C=1
**Frontier orbital gap (alpha / beta)**: 6.95 / 6.95 eV


This record from OMol25 describes a cluster of 2 separate species, C4H3N3S in total in a non-equilibrium geometry. The level of theory is ωB97M-V with the def2-TZVPD basis set.

The geometry in ORCA input format:
```
! RIJCOSX wB97M-V def2-TZVPD def2/J DEFGRID3
* xyz 0 1
C 1.99 0.42 -0.68
C -0.93 -1.09 -0.47
C -1.04 0.25 -0.26
C -0.53 -1.48 0.79
N 1.52 1.43 -1.00
N -0.28 -0.59 1.68
N -0.69 0.52 1.05
S 2.82 -0.82 -0.09
H -1.12 -1.38 -1.46
H -1.24 1.20 -0.96
H -0.50 1.54 1.39
*
```

**Energy above the lowest of the compared OMol25 structures with the same formula, charge and spin**: 5.030 eV
**E_tot**: -716.48362 Eh
**Frontier orbital gap (alpha / beta)**: 9.15 / 6.22 eV


This record from OMol25 describes the molecule C4H3N7S2 in a non-equilibrium geometry. The level of theory is ωB97M-V with the def2-TZVPD basis set.

The geometry in ORCA input format:
```
! RIJCOSX wB97M-V def2-TZVPD def2/J DEFGRID3
* xyz 0 1
C -0.35 -3.53 -2.41
C 0.57 -2.03 -0.67
C 0.14 1.68 1.62
C -0.01 4.12 1.69
H -0.49 -0.32 -1.39
H -0.83 -4.45 -2.82
H 0.12 5.28 2.00
N -0.20 -1.40 -1.61
N -0.91 -2.43 -2.42
N 1.01 -1.55 0.51
N 0.62 -0.24 0.31
N 0.50 0.19 1.79
N -0.90 2.04 0.92
N -1.09 3.41 1.07
S 0.89 -3.59 -1.12
S 0.92 2.82 2.52
*
```

**Energy above the lowest of the compared OMol25 structures with the same formula, charge and spin**: 4.905 eV
**E_tot**: -1333.61589 Eh
**Structure (SMILES)**: c1nnc(/N=N/N=c2\[nH]ncs2)s1
**Frontier orbital gap**: 7.43 eV


This record from OMol25 describes the molecule C4H3NO. The level of theory is ωB97M-V with the def2-TZVPD basis set.

The geometry in ORCA input format:
```
! RIJCOSX wB97M-V def2-TZVPD def2/J DEFGRID3
* xyz 0 1
C 1.67 -0.17 0.03
C 0.37 -0.46 -0.06
C -0.68 0.60 -0.05
C -2.11 0.10 -0.04
H 2.43 -0.93 0.12
H 1.97 0.86 0.05
H 0.01 -1.47 -0.11
N -3.18 -0.32 0.05
O -0.48 1.78 0.00
*
```

**Energy above the lowest of the compared OMol25 structures with the same formula, charge and spin**: 0.252 eV
**E_tot**: -284.16384 Eh
**Structure (SMILES)**: C=CC(=O)C#N
**Frontier orbital gap**: 10.28 eV


This record from OMol25 describes a cluster of 2 separate species, C4H3NO in total in a non-equilibrium geometry. The level of theory is ωB97M-V with the def2-TZVPD basis set.

The geometry in ORCA input format:
```
! RIJCOSX wB97M-V def2-TZVPD def2/J DEFGRID3
* xyz 0 1
C 0.15 1.46 0.03
C 1.40 -0.30 0.38
C -1.09 1.03 0.01
C -1.44 -0.43 -0.04
N 2.47 -0.51 -0.03
O -2.54 -0.88 0.08
H -1.86 1.66 0.12
H -0.45 -1.10 -0.13
H 3.36 -0.91 -0.42
*
```

**Energy above the lowest of the compared OMol25 structures with the same formula, charge and spin**: 4.675 eV
**E_tot**: -284.00131 Eh
**Frontier orbital gap**: 9.51 eV


This record from OMol25 describes a structure of composition C4H3NO in a non-equilibrium geometry. The level of theory is ωB97M-V with the def2-TZVPD basis set.

The geometry in ORCA input format:
```
! RIJCOSX wB97M-V def2-TZVPD def2/J DEFGRID3
* xyz 0 1
C 1.47 0.20 -0.12
C 2.53 0.76 -0.57
C 2.52 -0.77 0.65
C 0.07 -0.07 0.00
N 3.86 0.56 -0.45
O 3.79 -0.45 0.42
H -0.28 -1.17 -0.15
H -0.27 0.24 0.99
H -0.55 0.69 -0.57
*
```

**Energy above the lowest of the compared OMol25 structures with the same formula, charge and spin**: 6.782 eV
**E_tot**: -283.92387 Eh
**Frontier orbital gap (alpha / beta)**: 7.96 / 7.96 eV


This record from OMol25 describes the molecule C4H3NO in a non-equilibrium geometry. The level of theory is ωB97M-V with the def2-TZVPD basis set.

The geometry in ORCA input format:
```
! RIJCOSX wB97M-V def2-TZVPD def2/J DEFGRID3
* xyz 0 1
O 1.66 -0.17 -0.40
C 0.28 -0.02 -0.55
C -0.50 -0.54 0.58
C -1.11 -1.05 1.49
C -0.13 1.36 -0.95
N -0.50 2.33 -1.45
H 1.94 0.18 0.45
H 0.01 -0.58 -1.45
H -1.66 -1.51 2.29
*
```

**Energy above the lowest of the compared OMol25 structures with the same formula, charge and spin**: 1.560 eV
**E_tot**: -284.11577 Eh
**Structure (SMILES)**: C#C[C@H](O)C#N
**Frontier orbital gap**: 11.62 eV


This record from OMol25 describes the molecule C4H3NO. The level of theory is ωB97M-V with the def2-TZVPD basis set.

The geometry in ORCA input format:
```
! RIJCOSX wB97M-V def2-TZVPD def2/J DEFGRID3
* xyz 0 1
O 1.79 -1.08 0.95
C -0.43 0.28 0.55
C -0.62 0.85 -0.77
C -0.78 1.34 -1.86
C 0.52 -0.76 0.79
N -0.63 -1.25 0.73
H 1.85 -2.04 1.05
H -0.78 0.90 1.38
H -0.91 1.76 -2.83
*
```

**Energy above the lowest of the compared OMol25 structures with the same formula, charge and spin**: 2.499 eV
**E_tot**: -284.08127 Eh
**Structure (SMILES)**: C#C[C@H]1N=C1O
**Frontier orbital gap**: 10.23 eV


This record from OMol25 describes a cluster of 2 separate species, C4H3NO2 in total in a non-equilibrium geometry. The level of theory is ωB97M-V with the def2-TZVPD basis set.

The geometry in ORCA input format:
```
! RIJCOSX wB97M-V def2-TZVPD def2/J DEFGRID3
* xyz 0 1
C -1.35 1.56 0.35
C 0.40 0.45 -1.36
C -0.50 -0.60 -1.08
C -0.60 0.77 -0.50
N -2.14 1.89 1.12
O -0.93 -1.73 -1.17
O 1.11 -0.67 1.43
H 1.22 0.81 -1.81
H 1.76 -1.02 2.16
H 1.03 -1.46 0.85
*
```

**Energy above the lowest of the compared OMol25 structures with the same formula, charge and spin**: 3.712 eV
**E_tot**: -359.33395 Eh
**Structure (SMILES)**: N#Cc1cc1=O.O
**Frontier orbital gap**: 9.25 eV